Model A:
Below is 2 unconnected molecules or ions with the total composition C2H10N, with properties calculated with ωB97M-V/def2-TZVPD.

Summary:
- LUMO energy: -0.159 Ha
- Gap between HOMO and LUMO: 11.47 eV
- Total charge: +1

Each line ends with the natural charge from an NBO analysis.
Atoms and positions in Å:
N: 1.213 -1.167 1.241  -0.880
H: 1.684 -1.348 0.377  0.453
H: 1.960 -1.021 1.893  0.457
H: 0.579 -0.376 0.925  0.488
H: 0.702 -1.961 1.661  0.467
C: -1.213 0.077 -0.698  -0.661
C: -0.287 1.326 -0.813  -0.613
H: -0.623 -0.816 -1.057  0.195
H: -2.132 0.292 -1.310  0.261
H: -1.643 0.035 0.353  0.208
H: 0.285 1.367 -1.792  0.232
H: -0.821 2.306 -0.585  0.245
H: 0.517 1.275 -0.085  0.148

***

Model B:
Below is 2 unconnected molecules or ions with the total composition C2H10N, with properties calculated with ωB97M-V/def2-TZVPD.

Summary:
- LUMO energy: -0.161 Ha
- Gap between HOMO and LUMO: 11.48 eV
- Total charge: +1

Each line ends with the natural charge from an NBO analysis.
Atoms and positions in Å:
N: -1.392 1.086 -0.507  -0.888
H: -1.041 2.115 -0.634  0.473
H: -1.655 0.934 0.507  0.476
H: -2.190 0.997 -1.218  0.469
H: -0.711 0.432 -0.754  0.460
C: 1.280 -0.039 0.531  -0.638
C: 0.422 -1.286 0.100  -0.696
H: 2.378 -0.323 0.602  0.263
H: 1.025 0.532 1.475  0.228
H: 1.176 0.721 -0.354  0.164
H: 0.271 -1.449 -0.969  0.217
H: 0.899 -2.147 0.612  0.267
H: -0.621 -1.466 0.496  0.205

***

Energy ordering: model A at the bottom, the next structure 0.247 eV above.

***

Model A:
Below is a molecular structure, C2H4N2S, with properties calculated with ωB97M-V/def2-TZVPD.

Summary:
- LUMO energy: -0.005 Ha
- Gap between HOMO and LUMO: 8.25 eV
- Total charge: 0

Each line ends with the natural charge from an NBO analysis.
Atoms and positions in Å:
C: 1.475 -1.040 0.147  -0.099
C: -0.637 0.880 0.257  -0.127
H: 0.420 -1.305 0.970  0.205
H: 2.248 -1.914 -0.022  0.197
H: 1.167 1.757 -0.154  0.389
H: -1.234 1.845 0.336  0.236
N: 1.793 0.136 -0.224  -0.266
N: 0.706 0.962 -0.023  -0.417
S: -1.570 -0.445 -0.113  -0.119

***

Model B:
Below is a molecular structure, C2H4N2S, with properties calculated with ωB97M-V/def2-TZVPD.

Summary:
- LUMO energy: -0.024 Ha
- Gap between HOMO and LUMO: 7.76 eV
- Total charge: 0

Each line ends with the natural charge from an NBO analysis.
Atoms and positions in Å:
C: 2.647 0.433 0.131  -0.174
C: -0.442 0.588 -0.133  -0.034
H: 3.866 -0.294 -0.091  0.249
H: 2.512 1.753 0.337  0.234
H: -0.116 -1.406 0.599  0.459
H: -0.004 1.724 -0.167  0.246
N: 1.754 -0.619 -0.189  -0.274
N: 0.334 -0.507 0.050  -0.467
S: -2.132 -0.001 0.019  -0.240

***

Energy ordering: model A at the bottom, the next structure 2.496 eV above.

***

Model A:
Below is C2H4N2S in the gas phase, with properties calculated with ωB97M-V/def2-TZVPD.

Summary:
- LUMO energy: 0.030 Ha
- Gap between HOMO and LUMO: 9.07 eV
- Total charge: 0

Each line ends with the natural charge from an NBO analysis.
Atoms and positions in Å:
C: 0.358 0.797 -0.292  -0.247
N: -0.892 0.093 -0.661  -0.465
N: -0.805 -0.865 0.304  -0.256
S: 0.688 -1.916 0.371  0.132
C: 0.358 -0.282 0.896  -0.208
H: 0.148 1.918 -0.124  0.219
H: 1.197 0.544 -0.972  0.212
H: -1.434 -0.129 -1.474  0.388
H: 0.382 -0.158 1.952  0.226

***

Model B:
Below is 2 unconnected molecules or ions with the total composition C2H4N2S, with properties calculated with ωB97M-V/def2-TZVPD.

Summary:
- LUMO energy: -0.022 Ha
- Gap between HOMO and LUMO: 9.12 eV
- Total charge: 0

Each line ends with the natural charge from an NBO analysis.
Atoms and positions in Å:
C: 0.966 -0.589 1.534  -0.069
C: -0.504 0.466 -0.255  -0.126
N: 1.246 -1.416 2.277  -0.461
N: 0.350 0.837 -1.185  -0.718
S: -1.388 -0.894 -0.628  0.163
H: 0.074 0.397 0.880  0.254
H: 0.840 1.684 -0.884  0.413
H: 0.658 0.293 -2.043  0.409
H: -2.242 -0.779 0.304  0.135

***

Energy ordering: model B at the bottom, the next structure 0.072 eV above.

***

Model A:
Below is C2H3NO2 in the gas phase, with properties calculated with ωB97M-V/def2-TZVPD.

Summary:
- LUMO energy: -0.008 Ha
- Gap between HOMO and LUMO: 8.97 eV
- Total charge: 0

Each line ends with the natural charge from an NBO analysis.
Atoms and positions in Å:
O: -2.056 -0.519 -0.513  -0.477
C: -0.938 -0.560 -0.079  0.431
C: 0.032 0.619 0.184  -0.443
N: 1.443 0.302 -0.136  0.153
O: 1.787 -0.766 -0.533  -0.270
H: -0.310 -1.407 0.286  0.114
H: -0.163 1.540 -0.429  0.245
H: 0.206 0.791 1.220  0.248

***

Model B:
Below is C2H3NO2 in the gas phase, with properties calculated with ωB97M-V/def2-TZVPD.

Summary:
- LUMO energy: 0.031 Ha
- Gap between HOMO and LUMO: 11.69 eV
- Total charge: 0

Each line ends with the natural charge from an NBO analysis.
Atoms and positions in Å:
H: -0.984 -0.874 1.834  0.362
N: -0.354 -0.426 1.176  -0.699
C: -0.911 -0.218 0.063  0.402
O: -0.233 0.383 -0.941  -0.526
C: 1.131 0.500 -0.677  0.659
O: 1.668 1.554 -0.583  -0.495
H: -1.936 -0.438 -0.243  0.167
H: 1.619 -0.481 -0.631  0.130

***

Energy ordering: model B at the bottom, the next structure 2.892 eV above.

***

Model A:
Below is C2H3NO2 in the gas phase, with properties calculated with ωB97M-V/def2-TZVPD.

Summary:
- LUMO energy: 0.016 Ha
- Gap between HOMO and LUMO: 10.12 eV
- Total charge: 0

Each line ends with the natural charge from an NBO analysis.
Atoms and positions in Å:
O: 1.406 1.873 -0.073  -0.384
O: 1.599 0.473 -0.226  -0.220
C: 0.523 -0.302 0.014  0.454
N: 0.188 -1.479 0.190  -0.454
C: -0.977 -0.846 -0.004  -0.198
H: 0.425 1.922 0.252  0.458
H: -1.573 -1.009 -0.943  0.174
H: -1.590 -0.633 0.790  0.171

***

Model B:
Below is 2 unconnected molecules or ions with the total composition C2H3NO2, with properties calculated with ωB97M-V/def2-TZVPD.

Summary:
- LUMO energy: 0.036 Ha
- Gap between HOMO and LUMO: 11.32 eV
- Total charge: 0

Each line ends with the natural charge from an NBO analysis.
Atoms and positions in Å:
C: -0.539 1.676 -2.032  0.496
C: -0.011 -0.103 1.114  0.062
N: -0.075 -0.947 0.002  -0.317
O: -0.181 0.844 -2.680  -0.501
O: 0.566 0.319 0.018  -0.364
H: -0.922 0.216 1.583  0.156
H: 0.504 -0.405 1.947  0.143
H: 0.659 -1.601 0.048  0.325

***

Model C:
Below is C2H3NO2 in the gas phase, with properties calculated with ωB97M-V/def2-TZVPD.

Summary:
- LUMO energy: 0.033 Ha
- Gap between HOMO and LUMO: 10.09 eV
- Total charge: 0

Each line ends with the natural charge from an NBO analysis.
Atoms and positions in Å:
C: 0.006 1.202 0.275  0.291
N: -0.288 1.058 -0.957  -0.161
O: -0.144 -0.288 -1.263  -0.381
C: 0.055 -0.994 0.011  0.192
O: 0.232 0.059 0.953  -0.495
H: 0.043 2.143 0.804  0.208
H: 0.988 -1.646 -0.082  0.181
H: -0.892 -1.534 0.258  0.164

***

Energy ordering: model C at the bottom, the next structure 1.341 eV above.

***

Model A:
Below is C2H3NO2 in the gas phase, with properties calculated with ωB97M-V/def2-TZVPD.

Summary:
- LUMO energy: 0.027 Ha
- Gap between HOMO and LUMO: 11.30 eV
- Total charge: 0

Each line ends with the natural charge from an NBO analysis.
Atoms and positions in Å:
O: 2.255 -0.401 -0.060  -0.549
C: 1.182 0.204 0.069  0.524
N: -0.017 -0.540 0.036  -0.655
C: -1.214 0.133 -0.049  0.544
O: -2.301 -0.368 -0.006  -0.545
H: 1.049 1.294 0.054  0.142
H: 0.044 -1.583 0.038  0.436
H: -0.999 1.260 -0.081  0.103

***

Model B:
Below is 2 unconnected molecules or ions with the total composition C2H3NO2, with properties calculated with ωB97M-V/def2-TZVPD.

Summary:
- LUMO energy: 0.016 Ha
- Gap between HOMO and LUMO: 10.31 eV
- Total charge: 0

Each line ends with the natural charge from an NBO analysis.
Atoms and positions in Å:
N: 1.415 0.173 0.575  -0.751
C: 1.728 0.021 -0.549  0.833
O: 2.113 -0.107 -1.629  -0.541
H: 0.965 0.853 1.255  0.464
C: -1.557 -0.190 0.083  0.278
O: -0.719 -0.207 0.941  -0.505
H: -2.488 0.375 0.109  0.117
H: -1.457 -0.918 -0.784  0.106

***

Model C:
Below is 2 unconnected molecules or ions with the total composition C2H3NO2, with properties calculated with ωB97M-V/def2-TZVPD.

Summary:
- LUMO energy: 0.009 Ha
- Gap between HOMO and LUMO: 10.51 eV
- Total charge: 0

Each line ends with the natural charge from an NBO analysis.
Atoms and positions in Å:
C: -1.518 0.733 -0.099  -0.116
N: -2.013 1.237 -1.050  0.230
O: -2.173 1.773 -2.079  -0.335
H: -1.884 0.267 0.723  0.222
C: 1.937 -0.933 0.629  0.274
O: 2.413 -1.694 1.419  -0.486
H: 2.146 -1.033 -0.448  0.107
H: 1.092 -0.350 0.905  0.105

***

Energy ordering: model A at the bottom, the next structure 1.719 eV above.